Entry from the OMol25 dataset: a cluster of 2 separate species, C3H10N2OP in total (ωB97M-V/def2-TZVPD).

```
17
Properties=species:S:1:pos:R:3:forces:R:3:nbo_charge:R:1
P -0.160 2.149 -1.604 -1.4519 0.6839 -0.1701 1.27
O -0.409 -1.040 0.201 -0.0863 -3.1897 1.6927 -0.41
N -0.476 -2.159 0.766 0.7214 3.0309 -1.3894 0.22
N 0.655 1.308 -0.549 1.7061 2.2780 -1.5964 -0.83
C -1.872 1.583 -1.456 -0.8008 0.0296 0.2773 -1.08
C 2.080 1.606 -0.380 -0.9681 0.4007 1.8931 -0.42
C 0.451 -2.380 1.876 -1.4408 -1.6423 -0.3847 -0.53
H -2.118 0.814 -0.647 0.3039 1.2087 -1.2239 0.30
H 2.228 2.363 -1.129 1.3821 0.2774 0.0593 0.22
H -2.109 1.220 -2.460 0.1421 -0.7367 -0.1560 0.29
H 0.404 0.472 -0.181 -1.6710 -3.1076 1.9800 0.43
H 2.204 1.924 0.683 -0.0403 0.5836 -0.9312 0.23
H 2.662 0.711 -0.364 0.4649 -0.5703 -1.0362 0.23
H 0.851 -3.405 1.687 0.0963 0.7388 -0.0366 0.26
H 1.227 -1.631 2.089 -0.6542 -0.1156 0.1043 0.22
H -0.360 -2.674 2.616 1.2340 0.8535 0.0920 0.28
H -2.592 2.465 -1.526 1.0625 -0.7230 0.8258 0.31
```
Forces are in eV/Å.

Output
Net charge: +1
Multiplicity: 1
Electronic energy (eV): -17579.1922
Maximum force (eV/A): 4.046
Relative energy (zero: lowest compared OMol25 entry of this formula, charge and spin) (kJ/mol): 544.5
E_LUMO (eV): -5.457